(1)
DFT (wB97M-V/def2-TZVPD) results for a 2-piece molecular cluster, C6H5N3O2 overall at a distorted geometry.

## Properties
Gap between HOMO and LUMO in eV: 9.216
E_HOMO in eV: -8.42
LUMO energy in hartree: 0.029
Strongest force on any atom in eV/A: 5.30
Energy above the lowest of the compared OMol25 structures with the same formula, charge and spin in kcal per mole: 49.8
SMILES string: C1=N[C@H]1c1c[nH]cn1.O=C=O

The geometry in ORCA input format:
```
! RIJCOSX wB97M-V def2-TZVPD def2/J DEFGRID3
* xyz 0 1
C 0.526 -0.654 -1.250
C 1.985 1.044 -1.393
C 0.093 0.448 -0.542
C -2.332 0.108 -0.254
C -0.376 -1.019 3.315
C -1.072 0.561 0.302
N 0.978 1.485 -0.655
N 1.733 -0.284 -1.825
N -1.842 -0.640 0.644
O -0.341 0.085 3.590
O -0.377 -2.145 3.136
H 0.144 -1.651 -1.253
H 2.910 1.610 -1.482
H -2.959 0.436 -0.947
H -1.162 1.487 1.192
H 2.092 -0.871 -2.579
*
```

The computed Löwdin charges, all in e, follow: -0.0607, -0.1560, -0.3248, -0.0349, -0.4797, -0.3017, 0.0910, 0.0422, 0.1632, 0.2098, 0.2120, 0.1085, 0.1120, 0.0778, 0.1954, 0.1458

---

(2)
DFT (wB97M-V/def2-TZVPD) results for C24H41MnNP2 as an isolated structure at a distorted geometry.

## Properties
Gap between HOMO and LUMO (alpha / beta) in eV: 5.933 / 8.396
E_HOMO (alpha / beta) in eV: -9.13 / -11.67
LUMO energy (alpha / beta) in hartree: -0.117 / -0.120
⟨S²⟩: 6.11
Strongest force on any atom in eV/A: 3.93
Energy above the lowest of the compared OMol25 structures with the same formula, charge and spin in kcal per mole: 0.0

The geometry in ORCA input format:
```
! RIJCOSX wB97M-V def2-TZVPD def2/J DEFGRID3
* xyz 1 5
Mn -0.061 -0.035 1.403
C -0.929 -1.721 2.480
C 0.393 -2.058 1.992
C 0.596 -0.250 3.447
C -0.797 -0.575 3.339
C 1.339 -1.173 2.638
C -2.151 -2.559 2.393
H -2.189 -3.187 1.496
H -3.057 -1.937 2.428
H -2.205 -3.240 3.254
C -1.866 0.006 4.186
H -2.859 -0.205 3.783
H -1.743 1.093 4.267
H -1.837 -0.402 5.205
C 1.164 0.699 4.433
H 1.136 0.282 5.449
H 0.585 1.630 4.452
H 2.208 0.934 4.213
C 2.809 -1.357 2.701
H 3.077 -2.024 3.535
H 3.317 -0.400 2.889
H 3.219 -1.808 1.791
C 0.768 -3.328 1.317
H 0.976 -4.110 2.065
H 1.681 -3.211 0.718
H -0.028 -3.715 0.672
C -1.463 1.513 -3.029
C -1.760 0.206 -3.167
C -1.098 -0.721 -4.141
C 0.407 -0.457 -4.486
C 1.283 -0.041 -3.356
C 1.526 1.245 -3.019
C 0.861 2.436 -3.628
C -0.644 2.277 -4.006
H -1.653 -0.684 -5.097
H 0.464 0.279 -5.300
H -1.195 -1.755 -3.771
H -0.729 1.810 -4.993
H -1.946 2.128 -2.265
H -2.661 -0.204 -2.692
H -1.057 3.294 -4.088
H 0.961 3.275 -2.920
H 2.349 1.508 -2.346
H 1.391 2.730 -4.550
H 0.790 -1.407 -4.893
H 1.838 -0.862 -2.900
P -1.654 0.174 0.011
C -3.112 1.211 0.041
C -1.810 -1.491 -0.713
P 1.560 0.799 0.248
C -0.073 0.864 -0.700
C 2.807 -0.328 -0.438
C 2.215 2.456 0.438
H -2.970 2.000 0.793
H -3.963 0.595 0.361
H -3.332 1.665 -0.931
H -1.337 -1.588 -1.689
H -2.877 -1.716 -0.778
H -1.328 -2.200 -0.046
H 2.237 2.999 -0.515
H 3.232 2.372 0.850
H 1.597 3.009 1.157
H -0.234 1.898 -1.041
H 0.037 0.259 -1.595
H 3.629 -0.348 0.276
H 3.189 -0.021 -1.409
H 2.409 -1.344 -0.520
N -0.841 2.927 2.400
C -0.588 1.888 1.902
*
```

The computed Löwdin charges, all in e, follow: 0.2644, -0.2624, -0.2881, -0.2859, -0.3041, -0.2734, -0.0192, 0.0753, 0.0886, 0.1127, -0.0164, 0.0802, 0.0754, 0.1034, -0.0098, 0.1056, 0.0785, 0.0806, -0.0274, 0.1126, 0.0868, 0.0671, -0.0254, 0.1056, 0.0743, 0.0753, -0.1473, -0.1619, -0.1636, -0.1693, -0.1221, -0.1534, -0.1602, -0.1627, 0.1295, 0.1092, 0.1046, 0.1075, 0.0923, 0.1034, 0.1255, 0.1103, 0.0824, 0.1303, 0.1209, 0.1005, 0.8839, -0.1900, -0.1954, 0.8758, -0.4490, -0.2171, -0.2090, 0.0503, 0.0686, 0.0444, 0.0286, 0.0762, 0.0011, 0.0490, 0.0665, 0.0384, 0.0767, 0.0069, 0.0477, 0.0324, 0.0509, 0.0600, -0.3470

---

(3)
DFT (wB97M-V/def2-TZVPD) results for one molecule with the formula C20H31N3O4.

## Properties
Gap between HOMO and LUMO in eV: 8.582
E_HOMO in eV: -8.03
LUMO energy in hartree: 0.020
Strongest force on any atom in eV/A: 0.67
Energy above the lowest of the compared OMol25 structures with the same formula, charge and spin in kcal per mole: 28.4
SMILES string: COc1ccc(C(=O)NCC(=O)NCC2(N(C)C)CCCCC2)cc1OC

The geometry in ORCA input format:
```
! RIJCOSX wB97M-V def2-TZVPD def2/J DEFGRID3
* xyz 0 1
C -1.502 6.162 1.048
H -2.215 6.986 1.034
O -1.649 5.523 -0.197
C -0.879 4.427 -0.476
C 0.064 3.919 0.411
C 0.845 2.821 0.103
C 0.693 2.189 -1.124
C -0.265 2.674 -2.006
C -1.053 3.781 -1.719
O -1.918 4.117 -2.711
C -2.882 5.133 -2.549
H -3.458 5.123 -3.474
H -3.546 4.930 -1.707
H -2.421 6.114 -2.419
H -0.411 2.178 -2.952
C 1.443 0.975 -1.529
O 1.013 0.190 -2.365
N 2.633 0.771 -0.921
H 2.949 1.405 -0.207
C 3.442 -0.397 -1.194
H 4.479 -0.186 -0.930
H 3.369 -0.620 -2.263
C 2.976 -1.635 -0.403
O 3.665 -2.149 0.456
N 1.762 -2.067 -0.775
H 1.274 -1.564 -1.507
C 1.162 -3.255 -0.225
H 1.961 -3.765 0.321
H 0.836 -3.889 -1.055
C -0.033 -3.055 0.747
N -0.343 -4.335 1.421
C -0.723 -5.434 0.553
H -1.470 -5.122 -0.169
H 0.128 -5.880 0.017
H -1.168 -6.212 1.176
C 0.629 -4.824 2.380
H 1.563 -5.179 1.921
H 0.178 -5.666 2.906
H 0.871 -4.065 3.117
C -1.320 -2.632 0.007
C -1.444 -1.150 -0.338
C -1.245 -0.285 0.896
C 0.137 -0.562 1.466
C 0.300 -2.031 1.850
H 1.329 -2.181 2.177
H -0.370 -2.238 2.688
H 0.888 -0.281 0.729
H 0.306 0.046 2.359
H -1.340 0.772 0.634
H -2.006 -0.524 1.642
H -0.720 -0.866 -1.101
H -2.438 -0.978 -0.759
H -2.155 -2.906 0.657
H -1.414 -3.199 -0.921
H 1.536 2.458 0.849
H 0.196 4.387 1.373
H -0.492 6.562 1.180
H -1.744 5.491 1.878
*
```

The computed Löwdin charges, all in e, follow: -0.0764, 0.0970, -0.1098, -0.1822, -0.0094, -0.0403, -0.1427, 0.0745, -0.1802, -0.0586, -0.0713, 0.0947, 0.0966, 0.0935, 0.1362, -0.4531, 0.0378, 0.0871, 0.1334, -0.0657, 0.1292, 0.1315, -0.4832, 0.0564, 0.0917, 0.1089, -0.0940, 0.1187, 0.1281, -0.4158, -0.2149, -0.1031, 0.0731, 0.0865, 0.0856, -0.0981, 0.0873, 0.0858, 0.0741, -0.1277, -0.1801, -0.1884, -0.1862, -0.1199, 0.1132, 0.1263, 0.0789, 0.1139, 0.0988, 0.1163, 0.0869, 0.1142, 0.1275, 0.1067, 0.1094, 0.1045, 0.0981, 0.0987

---

(4)
DFT (wB97M-V/def2-TZVPD) results for C16H13ClN2O4ReSSbSe4 as an isolated structure.

## Properties
Gap between HOMO and LUMO (alpha / beta) in eV: 4.939 / 4.941
E_HOMO (alpha / beta) in eV: -13.79 / -13.79
LUMO energy (alpha / beta) in hartree: -0.325 / -0.325
Strongest force on any atom in eV/A: 0.65
Energy above the lowest of the compared OMol25 structures with the same formula, charge and spin in kcal per mole: 4.0

The geometry in ORCA input format:
```
! RIJCOSX wB97M-V def2-TZVPD def2/J DEFGRID3
* xyz 2 1
Re -0.124 0.959 0.737
N -0.156 0.055 2.964
C -1.015 -1.163 2.973
C -1.218 -1.606 1.542
O -1.230 -2.719 1.154
O -1.359 -0.502 0.724
H 0.809 -0.202 3.151
H -0.427 0.694 3.704
H -1.991 -0.908 3.382
H -0.590 -1.975 3.552
Se 3.022 3.572 1.280
Sb 4.148 2.923 -1.224
Se 1.143 0.626 -1.127
Se 0.995 2.764 1.756
Se 3.430 4.732 -2.467
Cl 2.469 -7.361 1.277
C 2.119 -5.802 0.658
C 2.651 -4.683 1.289
C 2.379 -3.428 0.784
C 1.572 -3.290 -0.345
C 1.042 -4.419 -0.970
C 1.313 -5.675 -0.467
C 1.263 -1.987 -0.915
O 0.680 -1.765 -1.953
O 1.674 -0.886 -0.172
H 3.282 -4.808 2.158
H 2.808 -2.555 1.262
H 0.412 -4.294 -1.841
H 0.913 -6.560 -0.946
S -4.144 2.851 -0.159
C -2.893 2.001 0.580
N -1.699 2.163 0.055
C -1.732 3.051 -1.030
C -0.659 3.499 -1.798
C -0.909 4.381 -2.825
C -2.208 4.830 -3.097
C -3.274 4.412 -2.333
C -3.019 3.523 -1.292
H -3.082 1.362 1.431
H 0.345 3.165 -1.578
H -0.089 4.740 -3.432
H -2.372 5.519 -3.914
H -4.279 4.765 -2.530
*
```

The computed Löwdin charges, all in e, follow: 0.8998, -0.0425, -0.0921, -0.5289, 0.2068, -0.2586, 0.1077, 0.1015, 0.1445, 0.1447, 0.0284, 0.5324, 0.9105, 0.2241, 0.0474, 0.7550, -0.6486, -0.0787, -0.0141, -0.1674, 0.0196, -0.0607, -0.5364, 0.0461, -0.4324, 0.1155, 0.1166, 0.1365, 0.1220, 1.2049, -0.4274, -0.1917, -0.2917, -0.0468, -0.0363, -0.0322, -0.0428, -0.4283, 0.0938, 0.0329, 0.1111, 0.1265, 0.1295